FH2PS3 | the ωB97M-V functional and the def2-TZVPD basis

Results
- electronic energy (eV) = -44544.643
- energy relative to the best compared isomer or geometry (same formula, charge and spin) (kcal per mole) = 36.7
- net charge = 0

```
7
Properties=species:S:1:pos:R:3:forces:R:3
F -1.82085 0.43955 -1.93688 -0.3 -0.4 0.6
P -1.61138 0.12215 -0.38956 -2.4 0.1 1.9
S -3.52696 0.48963 0.93286 3.5 -0.8 -2.6
S -0.03572 1.38194 0.03129 1.7 -2.1 0.6
S -0.56290 -1.74026 -0.43805 -0.6 0.9 0.2
H -0.88002 2.27260 -0.21078 -1.8 2.7 -0.3
H -1.40798 -2.07341 -1.40491 -0.2 -0.5 -0.3
```
Positions in Å, forces in eV/Å.


FH3N2 | the ωB97M-V functional and the def2-TZVPD basis

Results
- electronic energy (eV) = -5743.590
- energy relative to the best compared isomer or geometry (same formula, charge and spin) (kcal per mole) = 0.0
- net charge = 0

```
6
Properties=species:S:1:pos:R:3:forces:R:3
N -0.53000 0.29451 0.40128 -0.1 0.3 0.9
N -0.03359 -0.36873 -0.63375 0.6 1.6 -2.7
F 1.27968 -1.04661 -0.28964 -0.5 0.8 -0.1
H -1.01045 -0.30313 1.06357 0.2 0.0 -0.2
H 0.03230 1.01619 0.85103 0.0 -0.2 -0.2
H 0.26207 0.40776 -1.39249 -0.2 -2.5 2.3
```
Positions in Å, forces in eV/Å.


FH3N2O | the ωB97M-V functional and the def2-TZVPD basis

Results
- electronic energy (eV) = -7787.814
- energy relative to the best compared isomer or geometry (same formula, charge and spin) (kcal per mole) = 78.6
- net charge = 0

```
7
Properties=species:S:1:pos:R:3:forces:R:3
N 0.54127 -0.97459 0.39518 1.9 1.9 -1.1
N 0.04372 0.01909 -0.68559 0.8 -2.5 4.1
O -1.06093 0.50035 -0.67264 -1.5 -0.2 -1.0
F -1.26126 2.00355 -0.00604 0.6 0.1 0.5
H -0.15752 -1.34508 0.96709 -2.7 -0.7 -0.1
H 1.10189 -0.61359 1.20528 0.0 1.0 -1.7
H 0.79282 0.41026 -1.20328 0.9 0.4 -0.7
```
Positions in Å, forces in eV/Å.


FH3N2O | the ωB97M-V functional and the def2-TZVPD basis

Results
- electronic energy (eV) = -7785.782
- energy relative to the best compared isomer or geometry (same formula, charge and spin) (kcal per mole) = 125.4
- net charge = 0

```
7
Properties=species:S:1:pos:R:3:forces:R:3
N -0.93144 0.85145 1.05265 -0.5 1.0 -3.4
N -0.27522 -0.86833 -0.27326 0.7 -0.9 1.6
O 0.24759 -0.64145 -1.32317 -1.2 0.0 -0.6
F 1.83456 -0.29057 -1.34224 0.7 0.0 0.5
H -0.99579 1.45540 0.07972 0.3 -1.7 3.0
H -0.05084 1.15306 1.46867 0.4 0.1 -0.2
H 0.17114 -1.65957 0.33763 -0.5 1.5 -1.0
```
Positions in Å, forces in eV/Å.


FH3N2O2S | the ωB97M-V functional and the def2-TZVPD basis

Results
- electronic energy (eV) = -20674.453
- energy relative to the best compared isomer or geometry (same formula, charge and spin) (kcal per mole) = 16.1
- net charge = 0

```
9
Properties=species:S:1:pos:R:3:forces:R:3
N -0.81515 -0.26682 -1.46836 0.5 -0.5 -0.5
N -0.50857 0.53627 -0.63236 2.0 -0.3 0.1
O 1.68677 -0.01762 -1.77781 0.8 0.3 0.2
O 1.70184 -0.65823 0.56938 0.5 1.6 -1.6
F 0.41316 -0.06216 2.53111 0.2 -0.1 -0.6
S 1.72140 0.48001 -0.40651 -0.5 -2.0 0.6
H 0.17201 -0.48285 -1.88812 -1.1 0.0 -0.7
H 0.97897 -0.33432 1.76753 -0.7 0.2 1.3
H -1.15460 0.75694 0.06633 -2.0 0.8 1.2
```
Positions in Å, forces in eV/Å.


FH3N2O2S | the ωB97M-V functional and the def2-TZVPD basis

Results
- electronic energy (eV) = -20673.431
- energy relative to the best compared isomer or geometry (same formula, charge and spin) (kcal per mole) = 39.7
- net charge = 0

```
9
Properties=species:S:1:pos:R:3:forces:R:3
N -0.42387 1.26465 0.49316 -0.7 2.6 -3.0
N -0.50951 -0.01600 0.85415 1.6 -2.9 1.2
O 0.63192 -2.27927 0.08110 -0.3 -1.1 0.2
O 1.73813 -0.08691 -0.23156 1.2 0.3 0.0
F -0.42676 -0.41054 -1.79976 1.5 -0.9 2.7
S 0.60624 -0.89287 -0.06269 -2.6 1.4 -2.7
H 0.56247 1.52806 0.55899 -0.6 0.4 -0.2
H -0.74586 1.19716 -0.54686 1.1 1.4 1.8
H -1.43277 -0.30428 0.65347 -1.1 -1.2 0.0
```
Positions in Å, forces in eV/Å.


FH3N2OS | the ωB97M-V functional and the def2-TZVPD basis

Results
- electronic energy (eV) = -18625.386
- energy relative to the best compared isomer or geometry (same formula, charge and spin) (kcal per mole) = 46.0
- net charge = 0

```
8
Properties=species:S:1:pos:R:3:forces:R:3
H 0.45890 -0.95959 0.20081 1.1 0.6 0.4
N 1.51127 -0.90173 0.00897 -0.7 -0.4 -0.7
N 2.07874 0.11048 -0.15376 0.0 -0.3 0.6
F 1.22182 1.29689 0.27053 -0.2 0.1 -0.2
O -1.36267 -0.82757 -0.11405 1.0 -0.1 -0.7
S -1.89960 0.74721 0.01395 -0.3 1.4 0.7
H -1.04318 -0.92307 -1.04261 -0.4 0.1 0.8
H -0.96529 1.45739 0.81615 -0.5 -1.4 -1.0
```
Positions in Å, forces in eV/Å.


FH3OSi | the ωB97M-V functional and the def2-TZVPD basis

Results
- electronic energy (eV) = -12692.604
- energy relative to the best compared isomer or geometry (same formula, charge and spin) (kcal per mole) = 28.8
- net charge = 0

```
6
Properties=species:S:1:pos:R:3:forces:R:3
O 0.39176 0.25422 -1.38440 3.5 -3.8 4.9
Si 0.20203 -0.45815 0.40755 -1.7 1.2 -4.1
F 0.08689 -2.06245 0.20677 -0.3 1.0 0.1
H -0.35670 0.72610 -1.55076 -3.4 2.1 -0.7
H 1.26934 -0.42862 1.38226 0.5 0.6 0.0
H -1.13665 0.31891 0.79581 1.5 -1.2 -0.2
```
Positions in Å, forces in eV/Å.


electronic energy of number 2 (FH3N2)?
-5743.590 eV


The lowest electronic energy belongs to which entry?
FH2PS3